(1)
The following is a DFT calculation (ωB97M-V with the def2-TZVPD basis set) of a molecular structure, C3H5GaO3.

Positions of all 12 atoms, in Å:
H: 0.8710 -1.1938 -1.0122
C: 1.2496 -0.6089 -0.1559
C: 0.2655 -0.5522 0.9633
O: -1.1303 -0.6135 0.4580
C: -1.6118 0.5457 0.1778
O: -2.8114 0.4395 -0.3098
Ga: 0.2060 1.5748 0.5981
O: 1.4256 0.7402 -0.6480
H: 2.2200 -0.9296 0.2546
H: 2.0576 0.4707 -1.5961
H: 0.4012 -1.1798 1.8436
H: -3.1429 1.3068 -0.5734

Results
charge: +2
energy relative to the best compared isomer or geometry (same formula, charge and spin): 0.0000 eV
LUMO (spin up / spin down): -12.499 / -12.498 eV
HOMO-LUMO gap (spin up / spin down): 7.80 / 7.80 eV
HOMO (spin up / spin down): -20.30 / -20.30 eV
maximum force: 5.8 eV Å⁻¹

(2)
The following is a DFT calculation (ωB97M-V with the def2-TZVPD basis set) of C11H21NOS in the gas phase.

Positions of all 35 atoms, in Å:
C: -0.3088 0.3331 -0.3710
C: 2.9273 -0.5751 0.4504
C: 0.5962 0.9601 0.4016
C: -0.3891 -1.1506 -0.4987
C: -1.6896 -1.6450 0.1391
C: -2.8927 -0.9039 -0.4961
C: -2.8081 0.6179 -0.6566
C: -1.3681 1.0246 -1.1895
C: 4.2027 -1.2050 1.0355
C: 0.7952 2.4680 0.5433
C: -1.3090 0.9944 -2.7378
N: 0.6841 -0.7724 2.3579
O: 2.4244 1.3241 2.3374
S: 1.7816 0.1707 1.4843
H: 2.3552 -1.2887 -0.1065
H: -0.5160 -1.4131 -1.6155
H: 0.4145 -1.8692 -0.1057
H: -1.8431 -2.6612 -0.1060
H: -1.6612 -1.5708 1.1757
H: -3.0370 -1.3580 -1.4781
H: -3.8518 -1.2962 0.0343
H: -3.6111 0.8918 -1.4307
H: -2.9876 1.0307 0.3793
H: -1.4257 2.1187 -0.9793
H: 4.0398 -1.2714 2.0269
H: 4.9044 -0.4562 0.7296
H: 4.3787 -2.1669 0.6286
H: 1.2897 2.6971 1.4483
H: 1.4672 2.7799 -0.3167
H: -0.1077 3.0457 0.4160
H: -1.1890 0.0611 -3.1890
H: -0.3733 1.4816 -3.0581
H: -2.2040 1.4837 -2.9395
H: 0.2842 -0.2499 3.0664
H: 1.0277 -1.6297 2.6203

Results
energy relative to the best compared isomer or geometry (same formula, charge and spin): 4.8565 eV
SMILES: CC=[S@@](N)(=O)/C(C)=C1\CCCC[C@@H]1C
LUMO: 0.535 eV
HOMO-LUMO gap: 8.17 eV
HOMO: -7.64 eV
maximum force: 5.0 eV Å⁻¹

(3)
The following is a DFT calculation (ωB97M-V with the def2-TZVPD basis set) of a molecular structure, C17H21AsBClN8O6S2Zr.

Positions of all 58 atoms, in Å:
Zr: 2.3122 -0.9915 17.3091
C: 5.7134 2.0407 17.4922
C: 5.2336 0.7137 17.4414
N: 3.8863 0.7614 17.3423
N: 3.5242 2.0914 17.3578
C: 4.6066 2.8637 17.4548
B: 2.1015 2.4390 16.9832
N: 1.0108 1.8638 17.8811
C: 0.2415 2.5016 18.8102
C: -0.7665 1.5436 19.2535
C: -0.5068 0.3932 18.5448
N: 0.5929 0.5511 17.7621
N: 1.8944 1.7517 15.5810
C: 2.0515 2.3776 14.4089
C: 2.3376 1.4491 13.3662
C: 2.3874 0.2541 14.0697
N: 2.1584 0.4618 15.3952
H: 6.6540 2.4378 17.3158
H: 5.7324 -0.2353 17.3927
H: 4.5697 3.9058 17.3886
H: 1.9961 3.5798 16.9592
H: 0.4221 3.5956 19.0410
H: -1.5819 1.8545 19.8497
H: -0.9193 -0.6495 18.4881
H: 2.0523 3.4618 14.2598
H: 2.5109 1.6479 12.3409
H: 2.3918 -0.7680 13.7259
O: 3.3181 -4.5728 18.3212
As: 2.0423 -3.9331 19.3410
O: 0.8499 -5.0315 19.5434
O: 1.5906 -2.5081 18.5141
C: 2.7321 -3.3091 21.0107
C: 2.4801 -4.0908 22.1474
C: 2.9895 -3.7624 23.3778
C: 3.6410 -2.5477 23.5298
C: 3.7736 -1.6943 22.4627
C: 3.3577 -2.0787 21.1931
S: 3.7430 -0.9037 19.9044
O: 4.7868 -0.1486 20.5029
O: 2.5949 -0.0772 19.4939
O: 4.1577 -1.6406 18.6841
H: 3.7700 -3.8558 17.9239
H: 1.7588 -4.9121 22.0204
H: 2.9856 -4.4232 24.2326
H: 3.9961 -2.3296 24.5432
H: 4.1248 -0.7017 22.6784
C: -1.9311 -4.5427 17.5200
N: -1.4158 -3.3391 16.9747
C: -0.2542 -3.2161 16.3700
N: 0.5738 -4.2801 16.5024
S: 0.2427 -1.8594 15.5785
H: -2.5423 -4.4145 18.3669
H: -1.0854 -5.1938 17.8613
H: -2.6097 -5.0565 16.8465
H: -2.0749 -2.6505 16.8270
H: 0.4048 -5.0608 17.1134
H: 1.5314 -4.3583 16.1246
Cl: 3.6638 -2.3047 15.9341

Results
energy relative to the best compared isomer or geometry (same formula, charge and spin): 1.6320 eV
LUMO: 0.305 eV
HOMO-LUMO gap: 9.31 eV
HOMO: -9.01 eV
maximum force: 3.4 eV Å⁻¹

(4)
The following is a DFT calculation (ωB97M-V with the def2-TZVPD basis set) of a molecular structure, C40H34F2N6O3Sn.

Positions of all 86 atoms, in Å:
Sn: 0.0670 0.1724 0.2671
C: -3.2678 -1.3441 -2.7247
C: -2.0208 -0.9084 -2.2561
N: -1.5487 -1.2431 -1.0724
C: -2.2771 -2.0498 -0.2677
C: -3.5766 -2.4612 -0.6197
C: -4.0670 -2.0629 -1.8836
C: -4.2814 -3.3256 0.2427
C: -3.6814 -3.7953 1.3767
C: -2.3717 -3.4244 1.7151
C: -1.6554 -2.5366 0.9275
N: -0.3620 -2.1443 1.0380
C: 0.6335 -2.4755 1.9118
C: 0.5562 -3.0351 3.1736
C: 1.7189 -3.4284 3.8623
C: 2.9570 -3.2898 3.3030
C: 3.0929 -2.6474 2.0508
C: 4.3328 -2.4408 1.4081
C: 4.3745 -1.7826 0.2086
C: 3.1806 -1.2702 -0.3201
N: 2.0056 -1.4811 0.2384
C: 1.9346 -2.1963 1.3858
H: -3.5925 -1.0711 -3.7176
H: -1.3895 -0.2755 -2.8675
H: -5.0725 -2.3407 -2.1735
H: -5.2705 -3.6604 -0.0405
H: -4.2101 -4.4941 2.0106
H: -1.9048 -3.8976 2.5640
H: -0.4012 -3.1624 3.6547
H: 1.6209 -3.8735 4.8432
H: 3.8363 -3.6766 3.8011
H: 5.2386 -2.7921 1.8864
H: 5.3076 -1.6187 -0.3108
H: 3.1806 -0.6586 -1.2150
C: -1.4760 5.9451 -5.0921
C: -1.5178 6.0938 -3.5768
N: -0.8733 4.9568 -2.9052
C: -1.6486 3.9803 -2.3951
C: -1.1698 2.8261 -1.8546
C: -2.0798 1.8786 -1.1171
O: -3.1085 1.4961 -1.6182
O: -1.6175 1.5688 0.0612
C: 0.2138 2.5444 -1.9017
O: 0.7282 1.4298 -1.6073
C: 1.0560 3.6568 -2.3030
C: 2.4396 3.5850 -2.1036
C: 3.2318 4.6576 -2.3744
F: 4.5340 4.5895 -2.0305
C: 2.7239 5.8320 -2.9634
C: 1.3596 5.8873 -3.1877
C: 0.5009 4.8422 -2.8133
N: 3.5380 6.9174 -3.3460
C: 3.1971 8.2508 -2.8799
C: 3.6472 9.2801 -3.9031
N: 5.1316 9.1557 -4.0793
C: 5.4911 7.7655 -4.5180
C: 4.9761 6.7578 -3.4998
H: -1.9746 6.7889 -5.5665
H: -1.9863 5.0317 -5.3963
H: -0.4488 5.8949 -5.4544
H: -2.5493 6.1277 -3.2339
H: -1.0433 7.0209 -3.2576
H: -2.7182 4.1465 -2.4270
H: 2.8687 2.6859 -1.6823
H: 0.9609 6.7653 -3.6738
H: 3.6829 8.4671 -1.9140
H: 2.1249 8.3457 -2.7341
H: 3.4063 10.2919 -3.5824
H: 3.1831 9.0864 -4.8684
H: 5.5909 9.3480 -3.1846
H: 5.4772 9.8407 -4.7539
H: 6.5724 7.6842 -4.6125
H: 5.0309 7.5914 -5.4888
H: 5.5102 6.8831 -2.5474
H: 5.1992 5.7664 -3.8831
F: 4.5075 4.3822 2.1991
C: 3.5366 3.5020 1.9132
C: 3.7622 2.1579 2.1447
C: 2.7607 1.2490 1.8204
C: 1.5850 1.7197 1.2673
C: 1.3539 3.0639 1.0583
C: 2.3495 3.9752 1.3853
H: 4.7040 1.8393 2.5706
H: 2.9253 0.1960 2.0049
H: 0.4123 3.4115 0.6504
H: 2.2134 5.0391 1.2423

Results
charge: +2
energy relative to the best compared isomer or geometry (same formula, charge and spin): 2.6707 eV
LUMO (spin up / spin down): -5.682 / -5.683 eV
HOMO-LUMO gap (spin up / spin down): 5.27 / 5.27 eV
HOMO (spin up / spin down): -10.95 / -10.95 eV
maximum force: 2.5 eV Å⁻¹